No. 1
Below is a cluster of 3 separate species, C5H11NO in total, with properties calculated with wB97M-V/def2-TZVPD.

Its strongest force on any atom is 0.030 Eh/bohr. As for the energy above the lowest of the compared OMol25 structures with the same formula, charge and spin: 174.6 kcal per mole. For the energy, the calculation gives -326.8531 Ha.

```
! RIJCOSX wB97M-V def2-TZVPD def2/J DEFGRID3
* xyz 0 1
H 0.274 1.412 1.229
H -2.154 -0.370 -1.557
H 3.243 0.684 0.811
H -2.172 0.436 1.272
H -0.080 1.499 -0.588
C -1.846 -0.208 0.451
C 0.209 0.910 0.272
C 1.026 -1.526 -0.179
H 2.646 2.193 -0.008
H 3.046 0.755 -1.016
H 0.229 -2.260 -0.144
H -2.830 0.988 -0.878
C 0.768 -0.288 0.104
O -1.830 -1.553 0.798
C 2.727 1.111 -0.042
H -2.696 -1.940 0.583
H 2.035 -1.859 -0.381
N -2.593 0.017 -0.728
*
```

---

No. 2
Below is a cluster of 5 separate species, C16H39N5O5P in total, with properties calculated with wB97M-V/def2-TZVPD.

Its strongest force on any atom is 0.049 Eh/bohr. For the energy, the calculation gives -1624.3330 Ha.

```
! RIJCOSX wB97M-V def2-TZVPD def2/J DEFGRID3
* xyz -1 1
H 3.004 -5.073 2.672
N -3.287 -0.715 -0.139
H -2.489 5.669 1.251
N -2.553 5.717 -1.515
H 0.542 0.321 1.743
H -0.997 -2.540 -6.321
H -1.794 7.654 -1.461
C -2.748 4.692 -0.642
H 6.096 2.037 -0.791
H 2.742 -3.595 4.469
N -0.818 -4.142 -5.004
H -2.236 5.413 -2.421
O 0.313 -2.280 3.077
H -1.815 -1.510 2.047
H -3.553 -1.652 2.450
H -2.235 -2.587 -5.053
C -0.730 -4.326 -3.656
C -3.222 0.568 0.541
C 6.903 1.995 1.249
H 7.670 2.666 0.845
H -0.222 -4.758 -5.532
C 0.832 3.174 0.611
C 1.445 0.241 1.115
H 7.367 1.012 1.396
H 3.360 -2.785 3.000
H -2.640 -3.609 -2.992
C -1.583 -3.453 -2.773
H 0.203 -4.336 1.891
H 2.495 -1.859 4.232
C 1.235 -3.075 3.031
H -3.479 7.517 -2.002
H 6.536 2.366 2.210
H -1.324 -2.402 -2.916
O 0.021 -5.178 -3.207
H -3.321 4.112 1.319
H -2.306 -3.737 -6.402
C -1.640 -3.193 -5.727
H -3.509 -0.724 -1.121
H -3.081 7.340 -0.283
H 0.512 3.207 -0.445
C -3.079 -1.953 0.378
N 3.491 2.032 -0.160
H -4.188 5.529 0.713
H 1.140 -0.225 0.163
C -3.218 5.031 0.749
C -2.740 7.137 -1.292
C 2.546 -2.819 3.726
N 1.103 -4.235 2.332
H 1.198 4.150 0.945
P 2.206 1.950 0.982
H -1.408 -3.712 -1.737
H -2.973 0.450 1.590
C 2.076 -5.294 2.156
H -0.058 2.959 1.227
O 4.621 2.574 0.570
C 5.741 1.807 0.229
O -3.164 -2.945 -0.339
C -2.740 -2.050 1.840
H 2.160 -0.372 1.665
H -4.191 1.067 0.455
H -2.465 1.192 0.063
H 1.664 -6.229 2.544
H 5.432 0.751 0.257
O -2.542 3.544 -0.995
H 2.280 -5.417 1.090
H -2.592 -3.093 2.100
*
```

---

No. 3
Below is a cluster of 2 separate species, C9H7F3OS in total, with properties calculated with wB97M-V/def2-TZVPD.

Its strongest force on any atom is 0.075 Eh/bohr. As for the energy above the lowest of the compared OMol25 structures with the same formula, charge and spin: 84.9 kcal per mole. For the energy, the calculation gives -1119.9205 Ha.

```
! RIJCOSX wB97M-V def2-TZVPD def2/J DEFGRID3
* xyz 0 1
H 0.952 -2.174 0.214
H -2.945 0.336 -2.897
C 1.463 1.158 -1.912
F 0.968 2.304 -2.445
H -1.082 1.066 -3.042
O -1.203 -2.960 -1.002
F 1.573 1.330 -0.511
H 1.670 0.707 3.216
H -1.957 0.776 1.080
C 0.727 -1.382 0.917
S -1.687 -1.646 -0.578
C -0.279 0.764 2.221
H 2.151 -1.565 2.346
F 2.719 0.929 -2.388
C -1.396 -0.407 -1.766
H -0.597 1.693 2.774
C -1.024 0.234 1.233
C -1.858 0.379 -2.649
C 1.367 -0.945 2.013
C -0.456 -0.807 0.539
C 0.897 0.209 2.637
*
```

---

No. 4
Below is an isolated molecule of C4H5NS, with properties calculated with wB97M-V/def2-TZVPD.

Its strongest force on any atom is 0.069 Eh/bohr. As for the energy above the lowest of the compared OMol25 structures with the same formula, charge and spin: 51.3 kcal per mole. For the energy, the calculation gives -608.2689 Ha.

```
! RIJCOSX wB97M-V def2-TZVPD def2/J DEFGRID3
* xyz 0 1
H -3.528 0.664 -0.664
N -3.105 0.383 0.179
C 1.698 -0.762 0.083
C 0.310 -0.666 0.227
H -0.245 -1.645 0.374
H -0.257 1.461 0.032
H 2.106 -1.763 0.242
S 2.938 0.517 0.080
C -0.621 0.429 0.157
H 2.099 1.249 -0.667
C -1.892 0.339 0.116
*
```

---

No. 5
Below is a cluster of 2 separate species, C3H6FN in total, with properties calculated with wB97M-V/def2-TZVPD.

Its strongest force on any atom is 0.035 Eh/bohr. As for the energy above the lowest of the compared OMol25 structures with the same formula, charge and spin: 150.9 kcal per mole. For the energy, the calculation gives -272.2506 Ha.

```
! RIJCOSX wB97M-V def2-TZVPD def2/J DEFGRID3
* xyz 0 1
H -1.651 -0.499 -1.185
C 0.080 0.237 -0.104
H 0.292 0.654 0.899
H -1.713 -0.788 0.557
N 0.861 -0.834 -0.346
C 3.498 -0.613 0.321
F 3.764 0.478 -0.362
H 0.329 1.047 -0.819
H 3.949 -1.454 -0.245
H -2.003 0.845 -0.076
C -1.434 -0.071 -0.210
*
```

---

No. 6
Below is a cluster of 2 separate species, C4H10O in total, with properties calculated with wB97M-V/def2-TZVPD.

Its strongest force on any atom is 0.032 Eh/bohr. As for the energy above the lowest of the compared OMol25 structures with the same formula, charge and spin: 30.8 kcal per mole. For the energy, the calculation gives -233.5958 Ha.

```
! RIJCOSX wB97M-V def2-TZVPD def2/J DEFGRID3
* xyz 0 1
C 0.290 0.101 -1.288
C 1.160 -1.459 1.024
H -1.846 2.363 -0.182
H 1.028 -0.360 0.869
H 0.479 -0.781 -0.630
C -1.692 1.286 -0.080
H -0.389 -0.106 -2.117
H -1.990 1.005 0.935
H 0.797 -1.561 2.038
H 2.226 -1.658 0.934
H 0.638 -2.226 0.425
H -2.306 0.759 -0.813
O 0.527 1.290 0.709
H 1.300 0.357 -1.613
C -0.222 0.991 -0.210
*
```